[1]
Computed, not measured: the ion CH3N2OS with charge -1 at a distorted geometry, with ωB97M-V/def2-TZVPD.

Positions of all 8 atoms, in Å:
S1 -2.841 -0.437 -0.002
O1 -1.031 1.386 0.022
N1 -0.206 -0.900 -0.012
N2 -1.335 0.234 0.033
C1 1.093 -0.239 0.000
H1 1.043 0.627 0.689
H2 1.348 0.263 -0.831
H3 1.929 -0.934 0.100

Properties
- relative energy (zero: lowest compared OMol25 entry of this formula, charge and spin) (eV) = 1.546
- total charge = -1
- LUMO level (alpha / beta) (eV) = 4.208 / 4.209



[2]
Computed, not measured: a structure of composition C32H46N3O4P2Ti at a distorted geometry, with ωB97M-V/def2-TZVPD.

Positions of all 88 atoms, in Å:
Ti1 0.016 1.236 -0.428
P1 -0.778 -0.630 -2.010
P2 1.945 1.229 1.280
O1 0.247 3.395 -3.621
O2 -0.478 2.394 -1.759
O3 1.467 0.972 -1.437
O4 2.577 1.660 -3.249
N1 -1.164 2.614 0.681
N2 -0.467 -0.234 0.685
N3 -2.879 3.801 1.347
C1 0.631 1.451 3.683
C2 1.550 -1.875 -3.015
C3 0.374 2.617 -2.714
C4 -3.407 -1.546 -1.113
C5 -0.096 -3.408 -1.823
C6 -1.761 -0.745 0.475
C7 1.626 1.696 -2.516
C8 1.200 -3.232 2.054
C9 -2.698 -0.874 1.494
C10 -2.474 2.771 0.575
C11 -1.778 4.350 1.940
C12 1.784 -0.580 1.483
C13 3.073 1.072 3.938
C14 -4.359 -1.622 -0.101
C15 -3.378 2.024 -0.333
C16 3.609 -3.733 2.565
C17 2.776 -1.450 1.916
C18 2.512 -2.791 2.177
C19 4.908 1.375 1.073
C20 2.008 1.754 3.089
C21 -2.115 -1.109 -0.845
C22 0.472 -1.065 1.259
C23 -1.441 -0.580 -3.759
C24 -1.891 -1.907 -4.366
C25 3.456 3.081 -0.064
C26 0.504 -2.007 -1.906
C27 -5.766 -2.047 -0.387
C28 -0.718 3.614 1.509
C29 -3.982 -1.300 1.200
C30 -2.528 0.493 -3.842
C31 0.200 -2.398 1.600
C32 3.564 1.622 0.398
H1 4.991 0.362 1.455
H2 1.988 -0.877 -3.027
H3 -2.416 -0.633 2.511
H4 0.677 -4.115 -1.531
H5 -4.712 -1.369 1.992
H6 -0.884 -3.443 -1.073
H7 3.629 3.765 0.766
H8 -2.785 0.676 -4.884
H9 4.203 -3.337 3.387
H10 -3.695 -1.818 -2.118
H11 0.326 3.759 1.723
H12 3.200 -4.695 2.863
H13 4.195 3.290 -0.834
H14 -2.612 -2.425 -3.743
H15 -6.468 -1.295 -0.029
H16 2.358 -2.585 -2.840
H17 -3.830 4.121 1.448
H18 -3.952 2.731 -0.934
H19 1.016 -1.804 -0.954
H20 2.466 3.301 -0.486
H21 5.093 2.084 1.876
H22 3.783 -1.093 2.063
H23 2.996 1.439 4.963
H24 -5.933 -2.186 -1.451
H25 -5.996 -2.978 0.129
H26 -4.077 1.386 0.210
H27 0.957 -4.254 2.305
H28 -0.578 -0.215 -4.335
H29 2.183 2.838 3.100
H30 2.914 -0.005 3.957
H31 -0.179 1.808 3.046
H32 -2.775 1.405 -1.002
H33 3.510 0.972 -0.487
H34 -0.802 -2.783 1.486
H35 -1.050 -2.571 -4.534
H36 0.535 1.911 4.666
H37 4.077 1.280 3.581
H38 -1.835 5.195 2.594
H39 -3.434 0.194 -3.318
H40 4.273 -3.892 1.715
H41 0.515 0.375 3.800
H42 -0.505 -3.738 -2.772
H43 1.132 -2.084 -3.998
H44 -2.174 1.434 -3.420
H45 -2.357 -1.718 -5.331
H46 5.692 1.500 0.329

Properties
- relative energy (zero: lowest compared OMol25 entry of this formula, charge and spin) (eV) = 0.758
- total charge = +1
- LUMO level (eV) = -3.108



[3]
Computed, not measured: a structure of composition C3H11NOP at a distorted geometry, with ωB97M-V/def2-TZVPD.

Positions of all 17 atoms, in Å:
P1 -2.058 -0.256 -0.030
O1 -0.710 0.875 -2.031
N1 0.677 -0.294 -0.511
C1 0.921 -0.634 0.956
C2 -0.718 -0.218 -1.287
C3 0.917 0.534 1.948
H1 -0.683 -1.359 -2.141
H2 1.869 -1.088 0.991
H3 -2.293 1.044 -0.209
H4 1.451 1.320 1.599
H5 1.339 -0.655 -1.149
H6 -0.041 0.922 2.174
H7 0.301 -1.431 1.395
H8 -2.931 -0.433 -1.105
H9 -0.185 0.763 -2.936
H10 0.754 0.733 -0.558
H11 1.391 0.179 2.894

Properties
- relative energy (zero: lowest compared OMol25 entry of this formula, charge and spin) (eV) = 4.291
- total charge = +1
- LUMO level (eV) = -3.730



[4]
Computed, not measured: a cluster of 2 separate species, C4H12S2 in total at a distorted geometry, with ωB97M-V/def2-TZVPD.

Positions of all 18 atoms, in Å:
S1 -0.900 -2.587 -1.382
S2 1.856 0.349 1.158
C1 0.627 1.070 2.255
C2 2.078 1.846 0.104
C3 -2.326 -2.110 -0.359
C4 -0.301 -0.897 -1.998
H1 0.667 -1.017 -2.513
H2 2.806 1.696 -0.711
H3 -1.068 -0.636 -2.747
H4 -0.294 1.413 1.756
H5 -3.114 -1.707 -1.018
H6 1.101 1.934 2.750
H7 1.114 2.149 -0.337
H8 -2.692 -3.047 0.094
H9 -0.215 -0.066 -1.278
H10 -2.136 -1.381 0.447
H11 2.440 2.661 0.753
H12 0.356 0.329 3.025

Properties
- relative energy (zero: lowest compared OMol25 entry of this formula, charge and spin) (eV) = 0.604
- LUMO level (eV) = 0.886



[5]
Computed, not measured: a structure of composition C18H36AuBrNO5Si, with ωB97M-V/def2-TZVPD.

Positions of all 63 atoms, in Å:
Au1 1.204 -1.068 1.588
Br1 3.076 -2.406 0.854
Si1 4.774 -0.801 0.351
O1 -0.089 2.531 -1.801
O2 -0.281 0.122 2.283
O3 0.877 -3.105 -1.758
O4 2.459 -4.643 -2.463
O5 -2.414 0.172 2.940
N1 -1.379 0.238 -0.319
C1 5.528 -2.279 -1.990
C2 -0.627 -0.260 -1.214
C3 2.933 -0.122 -1.760
C4 -1.557 -0.069 2.132
C5 -1.993 -0.584 0.734
C6 6.214 -3.287 0.147
C7 -1.634 1.693 -0.189
C8 7.363 -1.227 -0.663
C9 6.156 -1.234 2.813
C10 3.105 1.546 0.050
C11 5.336 -0.176 2.060
C12 3.905 0.507 -0.750
C13 6.224 1.068 1.855
C14 1.671 -3.876 -2.113
C15 6.001 -1.941 -0.568
C16 4.161 0.205 2.975
C17 -1.469 2.480 -1.466
C18 4.996 1.270 -1.528
H1 2.499 0.680 -2.368
H2 -1.868 3.478 -1.276
H3 3.728 2.133 0.724
H4 -2.059 2.029 -2.273
H5 6.532 -3.187 1.182
H6 4.567 0.637 3.894
H7 5.726 1.743 -0.868
H8 8.042 -1.847 -1.254
H9 5.671 1.913 1.442
H10 7.825 -1.084 0.314
H11 5.320 -3.912 0.123
H12 -3.073 -0.492 0.647
H13 7.095 -1.475 2.315
H14 7.301 -0.255 -1.155
H15 2.120 -0.645 -1.252
H16 2.638 2.240 -0.654
H17 -2.654 1.790 0.181
H18 3.410 -0.829 -2.435
H19 -1.690 -1.620 0.590
H20 5.467 -1.409 -2.641
H21 2.300 1.097 0.637
H22 6.997 -3.834 -0.385
H23 5.535 0.636 -2.230
H24 3.488 0.942 2.541
H25 -0.159 0.401 -1.933
H26 4.521 2.067 -2.108
H27 4.560 -2.786 -1.990
H28 6.613 1.381 2.827
H29 5.594 -2.157 2.966
H30 -0.956 2.054 0.586
H31 6.407 -0.837 3.800
H32 -0.462 -1.330 -1.232
H33 3.578 -0.670 3.267
H34 6.248 -2.969 -2.439
H35 7.082 0.874 1.210
H36 0.047 3.186 -2.494

Properties
- relative energy (zero: lowest compared OMol25 entry of this formula, charge and spin) (eV) = 0.000
- total charge = +1
- LUMO level (eV) = -3.718



[6]
Computed, not measured: a structure of composition C39H50N8O2PPbS2, with ωB97M-V/def2-TZVPD.

Positions of all 103 atoms, in Å:
Pb1 -0.624 0.229 -0.234
S1 -1.860 2.033 -3.930
S2 -3.521 -0.160 -4.936
P1 -0.885 -0.813 2.477
O1 -3.235 -3.742 -4.060
O2 -0.754 -1.988 -1.080
N1 2.192 -1.997 -1.113
N2 -1.798 -0.356 -2.859
N3 -2.127 -1.619 -2.942
N4 1.761 0.240 -0.628
N5 2.598 -0.392 -2.741
N6 0.670 2.417 0.672
N7 0.954 3.642 2.662
N8 -1.013 3.814 1.427
C1 -2.634 -4.419 -3.086
C2 -4.058 -3.028 1.282
C3 2.206 -0.730 -1.507
C4 1.977 -3.124 -2.025
C5 0.914 4.963 3.297
C6 -1.633 3.876 0.106
C7 -2.273 -6.598 -2.131
C8 -5.119 -2.508 2.013
C9 2.672 3.739 0.185
C10 -1.223 -4.711 -1.114
C11 3.967 3.762 -0.218
C12 -3.629 -0.951 3.083
C13 2.513 1.352 -0.440
C14 -2.852 -5.805 -3.082
C15 3.899 1.401 -0.753
C16 -2.357 0.392 -3.819
C17 -3.185 2.518 -5.071
C18 -2.787 -2.505 1.445
C19 1.495 -1.705 3.540
C20 2.167 -2.352 0.303
C21 1.885 -3.892 4.453
C22 -2.559 -1.469 2.356
C23 4.607 2.558 -0.641
C24 0.577 -4.248 4.163
C25 -0.281 -3.333 3.566
C26 -1.881 4.228 2.530
C27 1.914 2.525 0.182
C28 2.002 2.763 3.173
C29 0.174 -2.056 3.252
C30 -1.517 -2.432 -1.982
C31 -1.444 -6.050 -1.127
C32 -3.456 1.328 -5.973
C33 2.344 -2.616 4.144
C34 2.143 0.828 -3.400
C35 3.623 -1.137 -3.478
C36 -0.955 0.540 3.692
C37 -1.807 -3.836 -2.086
C38 -4.905 -1.471 2.908
C39 0.218 3.325 1.588
H1 4.525 4.688 -0.209
H2 0.055 0.918 3.846
H3 -2.181 4.814 0.028
H4 -1.452 3.933 3.482
H5 -0.997 -6.695 -0.383
H6 -2.673 1.193 -6.719
H7 2.561 -1.542 0.906
H8 3.360 -2.333 4.385
H9 -6.112 -2.917 1.890
H10 -0.593 -4.271 -0.354
H11 0.543 4.904 4.320
H12 -2.050 5.304 2.521
H13 4.135 -1.826 -2.813
H14 -3.024 -2.795 -3.963
H15 0.215 -5.234 4.417
H16 -2.341 3.055 -0.033
H17 1.934 5.348 3.320
H18 -1.963 -2.911 0.870
H19 1.128 -3.692 -1.650
H20 2.190 4.647 0.523
H21 -2.451 -7.665 -2.145
H22 4.393 0.497 -1.082
H23 4.344 -0.414 -3.861
H24 -1.307 -3.615 3.370
H25 1.832 0.577 -4.414
H26 2.992 3.158 2.940
H27 -3.487 -6.213 -3.855
H28 2.856 -3.767 -2.054
H29 3.202 -1.685 -4.320
H30 -2.842 3.727 2.406
H31 2.948 1.564 -3.449
H32 -5.729 -1.073 3.484
H33 5.661 2.572 -0.879
H34 0.296 5.644 2.722
H35 1.865 -0.712 3.303
H36 -1.340 0.185 4.648
H37 -4.221 -3.845 0.590
H38 1.902 1.768 2.748
H39 -0.877 3.845 -0.674
H40 2.546 -4.603 4.929
H41 -4.418 1.421 -6.476
H42 2.792 -3.234 0.444
H43 -2.843 3.384 -5.635
H44 -4.063 2.790 -4.485
H45 1.294 1.254 -2.871
H46 1.149 -2.592 0.618
H47 -3.481 -0.158 3.803
H48 -1.587 1.353 3.329
H49 1.897 2.700 4.256
H50 1.746 -2.768 -3.022

Properties
- total charge = +3
- LUMO level (alpha / beta) (eV) = -9.507 / -9.604



[7]
Computed, not measured: a structure of composition C6Cu4F12N2O14S4 at a distorted geometry, with ωB97M-V/def2-TZVPD.

Positions of all 42 atoms, in Å:
Cu1 1.772 0.814 1.839
Cu2 -0.285 -2.243 0.147
Cu3 0.866 0.773 -2.079
Cu4 -2.621 -0.517 -2.021
S1 5.125 1.544 2.071
S2 -3.762 -2.800 0.313
S3 -4.692 -0.358 0.558
S4 3.950 2.014 -0.362
F1 5.818 -0.379 0.233
F2 -5.270 2.194 0.864
F3 3.734 4.523 -1.375
F4 4.224 4.384 0.692
F5 -5.391 -4.831 -0.154
F6 -3.651 1.872 -0.521
F7 2.202 3.949 0.055
F8 -5.603 1.342 -1.172
F9 5.506 -1.087 2.242
F10 -5.317 -3.449 -1.776
F11 7.282 -0.017 1.765
F12 -3.665 -4.819 -1.411
O1 0.576 1.209 0.030
O2 6.062 2.595 1.686
O3 -3.838 -0.234 1.729
O4 -0.060 -0.301 1.144
O5 2.853 1.401 -1.112
O6 5.236 1.933 -1.001
O7 4.904 1.415 3.501
O8 -0.637 -0.705 -3.079
O9 -1.314 0.374 -0.579
O10 -1.043 -2.347 -1.830
O11 0.771 -1.442 -1.723
O12 -2.356 -3.204 0.301
O13 -6.069 -0.786 0.734
O14 -4.431 -2.931 1.570
N1 3.704 1.459 1.284
N2 -3.950 -1.213 -0.587
C1 6.007 -0.152 1.486
C2 -4.843 1.403 -0.082
C3 -0.146 -1.765 -2.553
C4 3.480 3.858 -0.293
C5 -0.533 0.603 0.356
C6 -4.592 -4.076 -0.891

Properties
- ⟨S²⟩ = 6.036
- multiplicity = 5
- total charge = +2
- LUMO level (alpha / beta) (eV) = -7.821 / -12.223